one.
60
Properties=species:S:1:pos:R:3:lowdin_charge:R:1 method="wB97M-V/def2-TZVPD" smiles="CC(C)Cn1[nH]c(CC(=O)N2CC(CN(C)C(=O)CC(=O)NC3CC3)C2)cc1=O" homo_lumo_gap_ev=9.052 lumo_energy_ev=0.4 spin_multiplicity=1
O 0.40 -3.17 2.83 0.04
O -2.61 0.54 -4.59 0.06
O 1.23 2.02 5.01 0.08
O -0.78 1.20 -0.89 0.04
N 0.61 2.61 2.92 -0.02
N 2.80 -0.88 1.88 0.09
N -0.66 0.39 -3.46 0.11
N -2.71 1.94 -0.04 -0.10
N 2.28 -2.18 1.93 -0.06
C -4.07 2.46 -0.15 -0.03
C 2.48 -3.08 0.81 -0.11
C 1.05 -4.08 -1.00 -0.07
C 0.57 -1.73 -0.26 -0.07
C 1.18 -1.18 -4.09 -0.09
C -1.95 1.54 -1.08 -0.40
C -1.94 0.76 -3.60 -0.48
C -1.07 2.80 1.66 -0.21
C 0.01 -0.34 -4.49 -0.29
C 0.40 2.33 1.49 -0.09
C 1.42 1.99 3.81 -0.48
C -0.11 -1.84 -4.51 -0.09
C 1.12 -0.90 3.38 0.08
C -2.59 1.55 -2.46 0.00
C 1.16 -2.21 2.75 -0.47
C -0.78 2.96 3.17 -0.07
C 2.58 1.22 3.20 -0.02
C 2.13 -0.17 2.87 -0.25
C -2.16 1.80 1.31 -0.11
C 1.65 -2.78 -0.47 -0.39
H -1.28 2.23 3.81 0.13
H 0.49 1.27 1.23 0.09
H 2.20 -4.05 1.21 0.12
H 1.82 -4.84 -1.15 0.08
H 0.41 -0.59 4.12 0.12
H 3.81 -0.86 1.93 0.16
H -1.78 0.78 1.44 0.14
H 0.32 -4.48 -0.30 0.09
H -2.65 2.58 -2.80 0.14
H -0.21 0.59 -2.57 0.11
H -3.61 1.18 -2.40 0.12
H 2.34 -2.40 -1.22 0.12
H 3.39 1.19 3.93 0.13
H 2.95 1.71 2.29 0.12
H -1.26 3.75 1.17 0.15
H -3.00 1.93 2.00 0.13
H 0.03 -1.56 -1.19 0.06
H 0.56 -3.92 -1.96 0.07
H -4.19 3.29 0.54 0.09
H -0.72 -2.29 -3.74 0.10
H 0.05 0.16 -5.45 0.15
H 0.99 -0.77 0.05 0.06
H 3.54 -3.11 0.59 0.12
H 1.43 -1.21 -3.04 0.08
H -0.16 -2.05 0.48 0.09
H -4.81 1.70 0.09 0.10
H 1.02 2.92 0.82 0.12
H -0.93 3.96 3.59 0.12
H 2.03 -1.22 -4.76 0.10
H -4.26 2.84 -1.15 0.08
H -0.15 -2.33 -5.48 0.10

---

two.
60
Properties=species:S:1:pos:R:3:lowdin_charge:R:1 method="wB97M-V/def2-TZVPD" smiles="CC(C)Cn1[nH]c(CC(=O)N2CC(CN(C)C(=O)CC(=O)NC3CC3)C2)cc1=O" homo_lumo_gap_ev=9.068 lumo_energy_ev=0.5 spin_multiplicity=1
O 0.25 -4.20 0.13 0.04
O -4.05 -2.12 3.23 0.07
O -0.55 1.15 -0.74 0.03
O 1.40 3.56 -3.55 0.06
N -2.32 0.89 -2.08 -0.09
N 0.48 -1.92 2.70 0.10
N -3.33 -0.28 2.14 -0.02
N 1.05 -2.85 1.82 -0.05
N 1.50 2.73 -1.45 0.11
C -0.89 -2.15 2.67 -0.26
C -2.89 -0.04 -1.11 -0.11
C 1.92 -1.25 -0.70 -0.05
C -3.17 -1.31 3.00 -0.48
C -1.20 -3.03 1.70 0.08
C 4.02 2.45 -1.49 -0.09
C 2.40 -2.65 1.34 -0.13
C 3.57 2.64 -0.06 -0.10
C 4.14 -1.12 0.46 -0.07
C -1.11 1.42 -1.80 -0.40
C -0.49 2.34 -2.84 0.00
C 2.64 -1.31 0.64 -0.41
C -3.32 0.58 0.21 -0.21
C 0.91 2.92 -2.64 -0.48
C -3.10 1.15 -3.27 -0.03
C -4.30 -0.28 1.05 -0.07
C 0.05 -3.47 1.09 -0.46
C 2.80 3.27 -1.18 -0.29
C -2.32 0.48 1.39 -0.09
C -1.78 -1.42 3.62 -0.02
H 0.84 -1.39 -0.60 0.07
H -1.36 -0.43 3.83 0.13
H 4.56 -1.93 -0.14 0.09
H 4.15 3.29 0.58 0.10
H 2.58 -3.48 0.65 0.13
H -3.68 1.60 0.04 0.15
H -3.19 0.24 -3.88 0.10
H -1.15 3.20 -2.99 0.14
H 3.12 1.80 0.44 0.08
H -1.42 -0.08 1.15 0.10
H 2.08 -0.28 -1.19 0.06
H -1.88 -1.96 4.56 0.13
H -2.04 1.43 1.85 0.12
H -2.18 -0.85 -0.92 0.14
H 0.91 -1.94 3.62 0.16
H -4.48 -1.28 0.66 0.13
H -0.46 1.83 -3.81 0.13
H -2.18 -3.36 1.41 0.12
H 4.36 -0.18 -0.05 0.06
H 2.88 4.33 -1.32 0.15
H -5.26 0.18 1.30 0.12
H -2.66 1.93 -3.88 0.08
H -3.77 -0.49 -1.59 0.13
H 2.29 -2.03 -1.37 0.09
H -4.11 1.47 -2.99 0.10
H 4.66 -1.11 1.42 0.08
H 4.90 2.96 -1.83 0.10
H 3.09 -2.76 2.18 0.12
H 2.25 -0.52 1.29 0.12
H 3.84 1.48 -1.93 0.10
H 1.01 2.16 -0.77 0.11

---

Which of them is least stable? Easy: one.